# C35H55MgN3O2

C35H55MgN3O2 as an isolated structure (ωB97M-V/def2-TZVPD, the OMol25 dataset).

Last column: Löwdin charge in e.
Positions of all 96 atoms, in Å:
Mg: -1.387 -0.027 -1.716  0.570
C: -2.943 -1.203 -4.098  -0.070
N: -2.464 0.098 -3.607  -0.299
C: -3.563 1.073 -3.647  -0.073
C: -1.331 0.556 -4.448  -0.164
C: -0.485 1.633 -3.763  -0.145
N: 0.121 1.141 -2.503  -0.186
C: 1.283 0.255 -2.773  -0.103
C: 1.542 -0.804 -1.726  -0.131
C: 2.748 -0.837 -1.049  0.004
C: 3.069 -1.880 -0.187  -0.173
C: 2.135 -2.908 -0.071  0.025
C: 0.907 -2.925 -0.732  -0.101
C: 0.579 -1.836 -1.559  -0.348
O: -0.590 -1.716 -2.180  -0.197
C: -0.045 -4.122 -0.615  -0.527
C: -1.411 -3.702 -0.055  -0.049
C: -0.235 -4.729 -2.014  -0.040
C: 0.506 -5.217 0.300  -0.072
C: 4.420 -1.897 0.527  -0.561
C: 5.547 -1.965 -0.514  -0.050
C: 4.582 -0.615 1.356  -0.054
C: 4.567 -3.093 1.467  -0.069
C: 0.428 2.265 -1.564  -0.075
C: -0.175 2.211 -0.167  -0.149
C: 0.638 2.523 0.913  0.003
C: 0.126 2.624 2.197  -0.186
C: -1.261 2.497 2.331  0.007
C: -2.123 2.208 1.284  -0.101
C: -1.568 2.008 -0.002  -0.365
O: -2.272 1.605 -1.047  -0.178
C: -3.636 2.093 1.495  -0.530
C: -4.344 3.131 0.613  -0.038
C: -4.128 0.684 1.129  -0.041
C: -4.038 2.353 2.948  -0.071
C: 0.996 2.867 3.428  -0.557
C: 2.435 3.221 3.049  -0.064
C: 0.433 4.018 4.274  -0.049
C: 1.025 1.589 4.278  -0.051
H: -3.272 -1.134 -5.142  0.096
H: -3.786 -1.529 -3.489  0.097
H: -2.145 -1.936 -4.007  0.080
H: -3.917 1.211 -4.676  0.095
H: -3.241 2.024 -3.231  0.078
H: -4.387 0.713 -3.032  0.096
H: -1.701 0.944 -5.405  0.131
H: -0.717 -0.319 -4.660  0.115
H: -1.122 2.479 -3.513  0.114
H: 0.285 1.981 -4.462  0.135
H: 2.177 0.867 -2.937  0.127
H: 1.071 -0.276 -3.703  0.124
H: 3.450 -0.023 -1.209  0.113
H: 2.371 -3.735 0.579  0.081
H: -1.862 -2.921 -0.665  0.063
H: -1.317 -3.333 0.969  0.075
H: -2.083 -4.565 -0.047  0.084
H: -0.698 -4.007 -2.686  0.070
H: -0.871 -5.617 -1.956  0.082
H: 0.729 -5.025 -2.435  0.090
H: 0.646 -4.862 1.324  0.086
H: 1.457 -5.613 -0.063  0.086
H: -0.206 -6.045 0.329  0.083
H: 5.526 -1.100 -1.179  0.076
H: 5.445 -2.862 -1.128  0.090
H: 6.522 -1.991 -0.022  0.082
H: 4.545 0.277 0.729  0.073
H: 5.542 -0.617 1.879  0.083
H: 3.786 -0.537 2.101  0.080
H: 4.509 -4.041 0.927  0.085
H: 3.798 -3.091 2.242  0.088
H: 5.540 -3.051 1.960  0.083
H: 0.054 3.178 -2.031  0.130
H: 1.512 2.371 -1.480  0.122
H: 1.698 2.658 0.727  0.107
H: -1.684 2.622 3.319  0.092
H: -4.103 2.971 -0.437  0.072
H: -4.036 4.142 0.891  0.090
H: -5.428 3.055 0.739  0.084
H: -3.951 0.471 0.077  0.066
H: -5.201 0.603 1.324  0.084
H: -3.616 -0.074 1.729  0.084
H: -3.764 3.359 3.273  0.087
H: -3.583 1.631 3.631  0.085
H: -5.122 2.256 3.040  0.084
H: 2.474 4.118 2.427  0.091
H: 2.924 2.407 2.510  0.073
H: 3.014 3.413 3.954  0.085
H: 0.347 4.928 3.677  0.093
H: 1.097 4.221 5.118  0.083
H: -0.552 3.785 4.680  0.075
H: 1.492 0.770 3.722  0.074
H: 0.016 1.289 4.571  0.082
H: 1.607 1.742 5.191  0.086
N: -0.447 -0.647 1.545  0.233
C: -0.772 -0.460 0.444  0.064
H: -0.134 -0.257 2.417  0.086

For the LUMO energy, the calculation gives 0.50 eV. As for the total energy: -51201.569 eV. The value obtained for the energy above the lowest of the compared OMol25 structures with the same formula, charge and spin is 0.0 kJ/mol. The calculation puts the frontier orbital gap at 7.76 eV. The charge is 0. As for the largest force on an atom: 0.0144 Eh/bohr. The highest occupied orbital energy is -7.3 eV.

# C35H55N6SSi3Ti

C35H55N6SSi3Ti as an isolated structure at a distorted geometry (ωB97M-V/def2-TZVPD, the OMol25 dataset).

Last column: Löwdin charge in e.
Positions of all 101 atoms, in Å:
Ti: -0.730 0.068 -0.355  0.512
N: 0.684 0.401 3.834  0.069
C: 1.727 -0.470 4.364  -0.347
C: 3.034 0.013 3.756  -0.098
C: 3.073 -0.277 2.265  -0.263
N: 1.960 0.484 1.605  0.143
C: 2.890 -1.739 1.958  -0.103
C: 1.602 -2.284 2.536  -0.354
N: 0.510 -1.749 1.719  0.060
C: 1.446 -1.934 4.010  -0.094
H: 0.702 1.333 4.235  0.111
H: -0.245 0.039 3.977  0.062
H: 1.115 0.402 2.208  0.055
H: 1.813 -0.411 5.455  0.140
H: 3.885 -0.487 4.227  0.130
H: 3.155 1.086 3.944  0.127
H: 4.016 0.062 1.838  0.150
H: 1.715 0.121 0.690  0.036
H: 2.155 1.479 1.518  0.088
H: 3.750 -2.276 2.368  0.134
H: 2.904 -1.895 0.875  0.121
H: 1.652 -3.376 2.473  0.140
H: 0.550 -2.155 0.784  0.039
H: -0.394 -1.991 2.108  0.045
H: 2.150 -2.553 4.576  0.126
H: 0.447 -2.217 4.358  0.122
C: -3.193 -2.092 0.272  -0.096
C: -3.496 -1.259 -0.929  -0.349
C: -4.797 -1.395 -1.476  -0.021
C: -5.203 -0.554 -2.454  0.008
C: -4.309 0.416 -2.954  -0.158
C: -4.690 1.312 -3.979  -0.047
C: -3.776 2.200 -4.464  -0.077
C: -2.460 2.205 -3.967  -0.103
C: -2.045 1.346 -2.974  -0.589
S: -0.383 1.284 -2.445  0.668
C: -3.006 0.449 -2.421  -0.207
N: -2.621 -0.382 -1.375  0.034
H: -3.678 -3.061 0.187  0.092
H: -3.606 -1.606 1.152  0.021
H: -2.125 -2.245 0.419  0.052
H: -5.456 -2.146 -1.062  0.121
H: -6.207 -0.611 -2.860  0.123
H: -5.703 1.273 -4.362  0.109
H: -4.052 2.899 -5.243  0.105
H: -1.733 2.893 -4.381  0.102
C: 3.018 1.836 -1.237  -0.043
C: 2.824 0.411 -1.642  -0.348
C: 3.668 -0.138 -2.576  -0.052
C: 3.398 -1.434 -3.011  -0.059
C: 2.288 -2.083 -2.557  -0.065
C: 1.406 -1.457 -1.618  -0.481
N: 1.771 -0.251 -1.104  0.015
N: 0.204 -1.947 -1.232  -0.120
Si: -0.286 -3.375 -2.135  0.404
C: 0.914 -4.797 -1.804  -0.178
C: -0.483 -2.952 -3.945  -0.156
C: -1.907 -4.210 -1.733  -0.182
H: 3.480 1.936 -0.249  0.074
H: 2.053 2.336 -1.224  0.036
H: 3.670 2.347 -1.943  0.088
H: 4.489 0.441 -2.975  0.106
H: 4.040 -1.916 -3.740  0.112
H: 2.069 -3.060 -2.951  0.064
H: 1.899 -4.485 -1.455  0.019
H: 1.054 -5.417 -2.696  0.039
H: 0.479 -5.439 -1.032  0.026
H: 0.390 -2.498 -4.413  0.026
H: -1.302 -2.228 -4.025  0.034
H: -0.765 -3.839 -4.520  0.036
H: -2.007 -4.547 -0.702  0.029
H: -1.851 -5.109 -2.360  0.043
H: -2.800 -3.664 -2.037  0.023
C: 1.239 3.671 1.092  -0.242
Si: -0.343 2.602 0.780  0.509
C: -1.371 3.792 -0.275  -0.245
C: -1.097 2.825 2.525  -0.336
C: -0.839 3.919 3.367  -0.111
C: -1.435 4.030 4.615  -0.101
C: -2.329 3.052 5.045  -0.100
C: -2.608 1.976 4.215  -0.118
C: -1.989 1.842 2.964  -0.363
Si: -2.367 0.398 1.795  0.542
C: -4.152 0.856 1.288  -0.204
C: -2.643 -1.030 3.093  -0.244
H: 0.886 4.703 1.194  0.025
H: 2.005 3.692 0.323  -0.006
H: 1.708 3.438 2.057  0.019
H: -1.553 4.718 0.279  0.027
H: -2.339 3.356 -0.540  0.014
H: -0.860 4.026 -1.213  0.012
H: -0.160 4.705 3.050  0.085
H: -1.215 4.881 5.249  0.095
H: -2.808 3.137 6.014  0.095
H: -3.320 1.226 4.553  0.095
H: -4.670 1.277 2.155  0.031
H: -4.755 0.024 0.915  0.014
H: -4.139 1.625 0.508  0.028
H: -3.717 -1.144 3.284  0.036
H: -2.198 -0.782 4.061  0.008
H: -2.284 -2.024 2.812  0.003

For the LUMO energy (spin up / spin down), the calculation gives 0.11 / 0.14 eV. As for the total energy: -103715.885 eV. The value obtained for the energy above the lowest of the compared OMol25 structures with the same formula, charge and spin is 16.1 kJ/mol. The spin multiplicity is 2. The calculation puts the frontier orbital gap (spin up / spin down) at 6.51 / 6.38 eV. The charge is 0. As for the largest force on an atom: 0.0246 Eh/bohr. The highest occupied orbital energy (spin up / spin down) is -6.4 / -6.2 eV.

# C35H56BN4OP2RuS2

C35H56BN4OP2RuS2 as an isolated structure at a distorted geometry (ωB97M-V/def2-TZVPD, the OMol25 dataset).

Last column: Löwdin charge in e.
Positions of all 102 atoms, in Å:
Ru: 0.586 -0.111 0.404  0.820
C: 1.638 0.773 -3.299  -0.088
C: 0.119 0.587 -3.202  -0.645
C: -0.552 1.904 -2.780  -0.063
C: -0.414 0.214 -4.587  -0.056
P: -0.263 -0.679 -1.883  1.189
C: -2.103 -0.627 -1.709  -0.224
N: -2.327 0.408 -0.712  -0.039
B: -1.215 0.817 0.151  -0.664
N: -1.713 2.052 0.739  -0.021
C: -0.808 2.898 1.496  -0.206
P: 0.699 1.838 1.754  1.137
C: 0.708 1.480 3.600  -0.639
C: 1.240 2.662 4.418  -0.054
C: -0.735 1.230 4.041  -0.082
C: 1.568 0.243 3.873  -0.093
C: 2.145 2.854 1.185  -0.670
C: 2.134 4.298 1.699  -0.046
C: 2.035 2.867 -0.338  -0.083
C: 3.456 2.174 1.593  -0.077
C: -2.980 2.322 0.305  -0.155
C: -3.840 3.391 0.582  0.004
C: -5.058 3.400 -0.053  -0.055
C: -5.438 2.377 -0.957  -0.057
C: -4.610 1.320 -1.245  -0.007
C: -3.363 1.284 -0.605  -0.182
C: 0.054 -2.454 -2.424  -0.648
C: -0.947 -2.895 -3.503  -0.046
C: 1.481 -2.610 -2.943  -0.067
C: -0.159 -3.354 -1.211  -0.091
H: 1.840 1.714 -3.811  0.106
H: 2.144 0.796 -2.337  0.019
H: 2.099 -0.023 -3.878  0.076
H: -0.201 2.692 -3.448  0.111
H: -1.635 1.860 -2.878  0.096
H: -0.307 2.209 -1.763  0.049
H: -0.240 1.061 -5.252  0.113
H: 0.111 -0.638 -5.013  0.076
H: -1.484 0.013 -4.596  0.090
H: -2.581 -0.370 -2.659  0.115
H: -2.480 -1.597 -1.379  0.075
H: -0.552 3.790 0.918  0.106
H: -1.221 3.222 2.452  0.104
H: 0.712 3.591 4.207  0.095
H: 1.083 2.437 5.473  0.114
H: 2.307 2.819 4.278  0.079
H: -1.272 2.156 4.234  0.096
H: -1.316 0.658 3.323  0.035
H: -0.716 0.683 4.983  0.103
H: 2.594 0.361 3.530  0.066
H: 1.597 0.082 4.951  0.109
H: 1.160 -0.655 3.408  0.038
H: 1.220 4.836 1.454  0.087
H: 2.306 4.373 2.767  0.074
H: 2.951 4.826 1.203  0.111
H: 1.180 3.440 -0.692  0.089
H: 2.932 3.327 -0.755  0.114
H: 1.972 1.849 -0.757  0.033
H: 3.620 2.213 2.667  0.079
H: 3.498 1.133 1.271  0.024
H: 4.279 2.709 1.118  0.105
H: -3.553 4.181 1.262  0.118
H: -5.757 4.203 0.128  0.117
H: -6.410 2.448 -1.424  0.116
H: -4.905 0.542 -1.935  0.115
H: -0.839 -2.365 -4.444  0.074
H: -0.764 -3.952 -3.705  0.113
H: -1.982 -2.815 -3.173  0.085
H: 1.614 -2.142 -3.916  0.080
H: 2.212 -2.195 -2.252  0.055
H: 1.687 -3.673 -3.065  0.105
H: -1.209 -3.415 -0.937  0.065
H: 0.163 -4.359 -1.482  0.109
H: 0.413 -3.045 -0.334  0.035
C: -1.257 -2.297 3.692  -0.176
S: -1.733 -1.554 2.140  1.073
O: -0.326 -1.448 1.437  -0.694
C: -2.626 -2.855 1.368  -0.414
C: -2.227 -4.191 1.442  -0.071
C: -2.988 -5.151 0.807  -0.033
C: -4.131 -4.782 0.103  -0.017
C: -4.525 -3.454 0.038  -0.033
C: -3.774 -2.480 0.677  -0.086
H: -0.434 -2.987 3.516  0.080
H: -2.125 -2.810 4.097  0.093
H: -0.944 -1.503 4.362  0.043
H: -1.336 -4.479 1.982  0.122
H: -2.703 -6.191 0.864  0.127
H: -4.727 -5.542 -0.381  0.128
H: -5.430 -3.183 -0.488  0.126
H: -4.091 -1.445 0.667  0.115
S: 2.606 -1.437 0.839  0.713
C: 3.974 -1.177 -0.167  -0.739
N: 5.061 -1.954 0.119  0.100
C: 6.221 -1.863 -0.554  0.017
C: 6.313 -0.951 -1.575  0.029
C: 5.169 -0.186 -1.828  -0.045
N: 4.041 -0.288 -1.149  0.087
H: 4.970 -2.623 0.877  0.159
H: 7.018 -2.524 -0.242  0.158
H: 7.220 -0.835 -2.146  0.134
H: 5.175 0.549 -2.625  0.138

For the LUMO energy (spin up / spin down), the calculation gives -10.43 / -10.43 eV. As for the total energy: -88696.638 eV. The calculation puts the frontier orbital gap (spin up / spin down) at 4.17 / 4.17 eV. The charge is +3. As for the largest force on an atom: 0.0510 Eh/bohr. The highest occupied orbital energy (spin up / spin down) is -14.6 / -14.6 eV.

# C35H56Br5GeNO2PS4Si3Ti

C35H56Br5GeNO2PS4Si3Ti as an isolated structure (ωB97M-V/def2-TZVPD, the OMol25 dataset).

Last column: Löwdin charge in e.
Positions of all 109 atoms, in Å:
Ti: -2.183 0.842 0.243  0.566
C: 0.775 -2.324 -3.508  -0.030
C: -0.275 -1.431 -2.908  -0.262
C: -1.371 -0.962 -3.654  -0.041
C: -2.321 -0.135 -3.096  -0.058
C: -2.175 0.221 -1.751  -0.258
Br: -4.351 2.154 -0.286  0.165
N: -1.153 -0.269 -1.077  -0.104
C: -0.189 -1.041 -1.593  -0.115
H: 0.481 -2.660 -4.503  0.075
H: 0.939 -3.203 -2.882  0.078
H: 1.731 -1.803 -3.594  0.057
H: -1.454 -1.264 -4.694  0.109
H: -3.160 0.232 -3.673  0.099
H: 0.615 -1.342 -0.933  0.054
S: 1.324 -0.374 1.471  -0.192
S: 2.967 -1.444 1.686  -0.068
S: 2.790 0.887 4.145  -0.115
S: 1.205 1.056 3.006  -0.145
Br: -1.622 7.356 2.087  0.662
C: -1.907 5.487 2.153  -0.753
C: -2.597 4.911 3.211  -0.749
Br: -3.265 5.990 4.615  0.665
C: -2.817 3.529 3.238  -0.623
Br: -3.923 2.724 4.530  0.774
C: -2.312 2.721 2.225  -0.463
O: -2.497 1.424 2.123  -0.330
C: -1.560 3.303 1.174  -0.431
O: -1.142 2.444 0.245  -0.231
C: -1.417 4.677 1.122  -0.621
Br: -0.590 5.405 -0.411  0.785
C: 0.041 -2.609 3.979  -0.227
Si: -1.687 -1.869 3.867  0.308
C: -2.874 -3.101 4.680  -0.229
C: -1.740 -0.350 4.958  -0.230
Ge: -2.194 -1.488 1.568  0.612
Si: -4.626 -1.659 1.402  0.318
C: -5.483 -0.454 2.563  -0.228
C: -5.300 -1.464 -0.356  -0.235
C: -5.313 -3.368 1.884  -0.235
Si: -1.586 -3.564 0.533  0.326
C: -2.098 -5.106 1.514  -0.226
C: 0.280 -3.836 0.323  -0.233
C: -2.399 -3.793 -1.167  -0.221
H: 0.174 -3.111 4.944  0.029
H: 0.803 -1.830 3.896  -0.022
H: 0.245 -3.334 3.188  -0.001
H: -2.521 -3.285 5.701  0.023
H: -2.927 -4.058 4.161  0.003
H: -3.884 -2.690 4.745  0.011
H: -1.256 -0.580 5.913  0.033
H: -2.767 -0.039 5.153  -0.008
H: -1.217 0.491 4.501  -0.014
H: -5.237 0.585 2.341  -0.014
H: -5.177 -0.657 3.594  0.016
H: -6.569 -0.582 2.494  0.024
H: -5.223 -0.447 -0.739  -0.050
H: -6.359 -1.750 -0.351  0.023
H: -4.776 -2.133 -1.040  0.003
H: -4.958 -3.717 2.854  -0.001
H: -5.057 -4.121 1.136  0.008
H: -6.407 -3.300 1.925  0.021
H: -1.460 -5.231 2.393  0.018
H: -1.966 -5.988 0.876  0.025
H: -3.133 -5.081 1.849  -0.006
H: 0.677 -4.309 1.225  0.017
H: 0.880 -2.937 0.179  -0.050
H: 0.465 -4.520 -0.513  0.021
H: -3.426 -4.145 -1.037  0.014
H: -1.853 -4.554 -1.736  0.022
H: -2.437 -2.881 -1.766  0.001
C: 1.615 1.377 -4.000  -0.114
C: 2.459 2.441 -3.293  -0.700
C: 1.549 3.639 -3.017  -0.119
C: 3.590 2.851 -4.235  -0.099
P: 2.890 1.666 -1.620  1.175
C: 4.171 0.433 -2.128  -0.349
C: 5.435 0.706 -2.661  -0.110
C: 6.307 -0.316 -3.005  -0.097
C: 5.935 -1.643 -2.823  -0.105
C: 4.694 -1.935 -2.282  -0.083
C: 3.828 -0.904 -1.933  -0.124
C: 3.816 2.904 -0.546  -0.695
C: 4.614 2.061 0.458  -0.100
C: 2.726 3.655 0.237  -0.119
C: 4.739 3.928 -1.203  -0.099
H: 1.271 1.763 -4.967  0.085
H: 0.738 1.118 -3.406  0.063
H: 2.192 0.466 -4.186  0.069
H: 1.105 3.987 -3.956  0.084
H: 2.091 4.477 -2.574  0.060
H: 0.737 3.369 -2.339  0.056
H: 3.156 3.294 -5.140  0.078
H: 4.185 1.992 -4.544  0.065
H: 4.257 3.591 -3.793  0.057
H: 5.749 1.730 -2.809  0.081
H: 7.283 -0.076 -3.412  0.093
H: 6.619 -2.442 -3.085  0.092
H: 4.401 -2.961 -2.097  0.103
H: 2.887 -1.137 -1.453  0.058
H: 4.009 1.266 0.903  0.035
H: 4.952 2.705 1.275  0.086
H: 5.488 1.598 -0.004  0.073
H: 2.024 2.961 0.703  0.051
H: 2.154 4.334 -0.397  0.018
H: 3.193 4.245 1.032  0.089
H: 5.565 3.466 -1.745  0.057
H: 5.176 4.557 -0.419  0.082
H: 4.202 4.588 -1.885  0.059

For the LUMO energy (spin up / spin down), the calculation gives 3.78 / 3.78 eV. As for the total energy: -548904.712 eV. The value obtained for the energy above the lowest of the compared OMol25 structures with the same formula, charge and spin is 36.6 kJ/mol. The spin multiplicity is 2. The calculation puts the frontier orbital gap (spin up / spin down) at 5.41 / 5.63 eV. The charge is -2. As for the largest force on an atom: 0.0132 Eh/bohr. The highest occupied orbital energy (spin up / spin down) is -1.6 / -1.9 eV.